Computed, not measured: a molecular structure, C10H21F3IMnO3P2 at a distorted geometry, with wB97M-V/def2-TZVPD.

HOMO energy (alpha / beta) in eV: -17.0 / -17.3
Largest force on an atom in eV/Å: 6.00
Spin multiplicity: 5
Charge: +2

Positions of all 41 atoms, in Å:
1 C -0.76466 2.77476 0.27440
2 I -2.62726 1.97332 0.88068
3 H -1.19895 3.77592 0.40418
4 H -0.45447 2.66479 -0.81357
5 H 0.17242 2.73804 0.91571
6 Mn -0.06990 0.32214 0.00279
7 P -0.79634 0.25419 -2.19884
8 C 0.43534 -0.56062 -3.20353
9 C -2.34113 -0.67446 -2.28970
10 H -2.75925 -0.59756 -3.29969
11 H -1.74208 1.53822 -3.91648
12 H -3.06017 -0.27676 -1.56383
13 H -1.87482 2.44345 -2.36881
14 H 0.74342 -1.50867 -2.74200
15 H -2.13844 -1.72023 -2.03750
16 C -1.23401 1.81409 -2.98872
17 H -0.04626 -0.72048 -4.17139
18 H -0.35307 2.40266 -3.23792
19 H 1.30747 0.09531 -3.31417
20 P 0.25113 0.40222 2.26330
21 C 1.86501 -0.13611 2.84063
22 C -0.11787 1.85804 3.31088
23 H -1.97046 -0.38085 2.79584
24 H -0.76262 -0.63748 4.11991
25 H -0.77969 -1.71434 2.60465
26 C -0.95179 -0.71620 3.03325
27 H -1.14831 2.21426 3.14389
28 H 0.03644 1.47709 4.33509
29 H 1.95038 0.28770 3.85304
30 H 2.64824 0.21573 2.15434
31 H 0.56175 2.69266 3.09545
32 H 1.84938 -1.23483 2.82272
33 C 1.78584 0.41068 -0.52345
34 O 2.74770 0.90485 -0.96629
35 F 1.12417 -4.80669 0.02358
36 C 1.70259 -3.78664 -0.65753
37 F 3.04289 -3.97497 -0.73051
38 F 1.24465 -3.86980 -1.94974
39 C 1.32125 -2.32902 -0.05871
40 O 0.10303 -2.09797 0.25345
41 O 2.29845 -1.51643 -0.09539


Computed, not measured: 2 unconnected molecules or ions with the total composition C3H10NO at a distorted geometry, with wB97M-V/def2-TZVPD.

HOMO energy in eV: -13.7
Largest force on an atom in eV/Å: 6.72
Charge: +1

Positions of all 15 atoms, in Å:
1 C -0.88716 -2.24615 -0.53848
2 N -0.12492 -0.96011 -0.75981
3 H -1.93869 -2.08358 -0.94035
4 H -0.98248 -2.29268 0.57809
5 H -0.48365 -3.09288 -1.16473
6 H -0.13596 -0.79847 -1.81060
7 H -0.34770 -0.07880 -0.34623
8 H 0.93248 -1.30467 -0.54141
9 C 1.46113 2.15902 0.72846
10 C 0.42294 1.38827 1.26183
11 O -0.76191 1.52399 0.29040
12 H 2.50320 2.03229 1.11620
13 H 1.31679 2.83575 -0.15067
14 H 0.50092 0.65277 2.08855
15 H -1.47498 2.26525 0.18876


Computed, not measured: a molecular structure, C23H49BFO3Si4V at a distorted geometry, with wB97M-V/def2-TZVPD.

HOMO energy (alpha / beta) in eV: -8.0 / -7.7
Largest force on an atom in eV/Å: 2.26
Spin multiplicity: 3

Positions of all 82 atoms, in Å:
1 V -1.03639 -1.10762 1.80191
2 C -2.07613 -2.59733 -1.57177
3 C -2.63151 -2.96721 -0.20645
4 O -1.63344 -2.90845 0.82468
5 C -0.64821 -3.95375 0.75894
6 C 0.02672 -4.09850 2.10994
7 H -2.89735 -2.38990 -2.25697
8 H -1.47658 -3.40744 -1.98742
9 H -1.45854 -1.70271 -1.48476
10 H -3.06089 -3.97209 -0.21925
11 H -3.40385 -2.26252 0.09451
12 H 0.08699 -3.72018 -0.01432
13 H -1.15134 -4.88578 0.48865
14 H 0.55816 -3.18113 2.38080
15 H 0.74962 -4.91063 2.06180
16 H -0.71073 -4.31946 2.88198
17 F -1.01921 -0.70450 3.49430
18 C -2.96973 2.04577 4.03061
19 Si -1.94726 2.58663 2.52899
20 C -0.13539 2.74992 3.06282
21 C -2.54735 4.33425 2.07665
22 Si -2.04832 0.91325 0.83495
23 Si -0.88504 1.87793 -0.98687
24 C -0.61440 0.71365 -2.46506
25 C 0.85936 2.41546 -0.44903
26 C -1.77139 3.39691 -1.70713
27 Si -4.37708 0.67094 0.38627
28 C -4.91287 -0.29077 -1.17666
29 C -5.17242 -0.17395 1.89728
30 C -5.18872 2.36790 0.13122
31 H -2.80049 2.70103 4.88837
32 H -2.69307 1.03080 4.32354
33 H -4.03955 2.05591 3.81139
34 H -0.04343 3.26573 4.02150
35 H 0.44939 3.30709 2.32819
36 H 0.31352 1.75913 3.16963
37 H -2.34864 5.02388 2.90064
38 H -3.61999 4.35880 1.87969
39 H -2.03973 4.72320 1.19130
40 H 0.03381 -0.11854 -2.17939
41 H -0.12581 1.24541 -3.28532
42 H -1.55073 0.30187 -2.85098
43 H 1.24936 1.74491 0.32155
44 H 0.86646 3.42666 -0.03761
45 H 1.55290 2.39168 -1.29242
46 H -2.72439 3.10768 -2.15756
47 H -1.16599 3.87087 -2.48363
48 H -1.98209 4.14746 -0.94271
49 H -4.94747 -1.37377 -1.04253
50 H -4.23782 -0.07754 -2.01045
51 H -5.91216 0.03171 -1.47503
52 H -4.45216 -0.82448 2.40125
53 H -6.05110 -0.77235 1.64858
54 H -5.48022 0.58113 2.62308
55 H -4.72541 2.87833 -0.71723
56 H -5.07358 3.01556 1.00135
57 H -6.25751 2.27684 -0.07846
58 C 5.08518 -1.56679 -3.60805
59 C 5.76022 -1.13305 -2.30520
60 C 6.78763 -2.20845 -1.92045
61 C 6.48018 0.19981 -2.56221
62 C 4.75231 -0.95677 -1.17122
63 C 5.21362 -0.56358 0.08944
64 C 4.37194 -0.37340 1.17880
65 C 3.02641 -0.58991 0.97835
66 O 1.97632 -0.49231 1.85300
67 B 0.82358 -0.82683 1.13621
68 O 1.19252 -1.13923 -0.19209
69 C 2.55378 -0.98106 -0.26655
70 C 3.38530 -1.17013 -1.34995
71 H 5.84021 -1.68673 -4.38635
72 H 4.36681 -0.82035 -3.95290
73 H 4.57141 -2.52335 -3.49187
74 H 7.48990 -2.36630 -2.74205
75 H 6.28791 -3.15537 -1.70765
76 H 7.35994 -1.92226 -1.03788
77 H 7.16249 0.10195 -3.40967
78 H 7.06236 0.51627 -1.69655
79 H 5.75779 0.98529 -2.79096
80 H 6.27164 -0.38914 0.23587
81 H 4.75731 -0.06732 2.14241
82 H 2.96243 -1.46866 -2.29986


Computed, not measured: a gas-phase ion, C15H24N3O3S (charge +1) at a distorted geometry, with wB97M-V/def2-TZVPD.

HOMO energy in eV: -13.5
Largest force on an atom in eV/Å: 2.28
Charge: +1
SMILES: CCCCCC[C@H]1C[C@@](C)(C(=O)C[NH2+]c2nncs2)OC1=O

Positions of all 46 atoms, in Å:
1 C -1.72725 -1.95694 2.15013
2 C -1.83910 -2.87065 0.93417
3 C -1.37092 -2.22074 -0.36895
4 C 0.14390 -2.02746 -0.43702
5 C 0.57317 -1.33224 -1.72859
6 C 2.08992 -1.23498 -1.91241
7 C 2.82048 -0.17929 -1.06357
8 C 2.33822 1.26058 -1.24223
9 C 2.04548 1.75653 0.20455
10 C 3.01395 2.86402 0.63894
11 C 0.63744 2.26755 0.30421
12 O 0.21833 3.28590 -0.19751
13 C -0.35755 1.43576 1.11666
14 N -1.64356 2.17215 1.02232
15 C -2.68880 1.50153 0.30283
16 N -3.70359 0.98417 0.90632
17 N -4.54506 0.40455 0.08564
18 C -4.20296 0.46135 -1.14709
19 S -2.70419 1.29796 -1.43435
20 O 2.17811 0.63428 1.06027
21 C 2.69733 -0.45595 0.42345
22 O 2.98080 -1.44564 1.01464
23 H -2.08893 -2.47759 3.03194
24 H -2.33722 -1.06292 2.01982
25 H -0.69467 -1.67017 2.33740
26 H -2.88260 -3.16880 0.81903
27 H -1.25334 -3.77359 1.10737
28 H -1.67734 -2.85111 -1.20558
29 H -1.87718 -1.25657 -0.49288
30 H 0.62470 -3.00469 -0.38503
31 H 0.48550 -1.46546 0.43295
32 H 0.18213 -1.91071 -2.56806
33 H 0.11261 -0.34000 -1.79169
34 H 2.53131 -2.20507 -1.68061
35 H 2.30249 -1.01255 -2.95962
36 H 3.88432 -0.26235 -1.30596
37 H 3.09361 1.89406 -1.70085
38 H 1.44388 1.31012 -1.86286
39 H 4.03590 2.51859 0.51025
40 H 2.86289 3.10274 1.68886
41 H 2.85081 3.75445 0.03859
42 H -0.44015 0.42560 0.70432
43 H -0.00635 1.34034 2.14585
44 H -1.31174 3.05065 0.48619
45 H -2.01893 2.42920 1.94315
46 H -4.77585 0.03337 -1.94502